[1]
Density functional theory data (ωB97M-V with the def2-TZVPD basis set) for 5 unconnected molecules or ions with the total composition C30H58I2N4O14P.

Geometry as XYZ:
```
109
Properties=species:S:1:pos:R:3:forces:R:3
C -1.8764 -2.5278 1.5161 -0.114 -0.126 -0.038
C -1.6508 -2.5452 0.0032 -0.070 -0.124 0.169
C -1.1925 -3.9227 -0.4817 0.272 0.132 0.181
I -2.7583 -5.4024 -0.4118 -0.062 -0.081 -0.027
C -0.3692 -4.0292 -1.7257 -0.030 0.059 0.108
C 0.8635 -4.6218 -1.7048 -0.015 -0.189 0.047
C 1.6165 -5.2006 -0.5483 0.023 0.095 0.042
C 2.2750 -4.1174 0.3220 -0.076 0.125 0.094
C 3.4657 -3.4165 -0.3286 -0.102 0.107 0.144
C 3.9274 -2.1727 0.4452 0.222 0.000 -0.211
N 5.0475 -2.4973 1.3397 -0.252 0.012 0.070
C 5.7024 -1.3039 1.8549 0.094 -0.043 -0.102
C 6.0807 -1.3796 3.3054 0.156 0.271 -0.017
O 5.9004 -0.3490 1.1491 -0.200 -0.055 0.247
N 1.3481 -4.6059 -2.9849 0.011 -0.008 -0.100
C 2.6196 -5.2195 -3.3960 0.311 -0.118 -0.150
C 2.5782 -6.7544 -3.4884 -0.142 0.006 0.295
C 1.1917 -7.3752 -3.6473 -0.038 -0.091 -0.110
O 1.3723 -8.6911 -4.1474 0.051 0.059 0.114
C 0.4668 -4.0130 -3.7959 -0.067 0.161 0.270
P 0.7918 -3.8403 -5.6085 0.112 -0.505 -0.402
N 1.1865 -5.1813 -6.2788 0.054 0.422 0.230
N -0.5937 -3.6350 -3.0426 0.010 -0.127 -0.155
C -1.7130 -2.8953 -3.6521 0.040 0.024 -0.115
I -1.6177 -0.8125 -3.1460 0.070 -0.049 0.072
C -3.0847 -3.5873 -3.5770 -0.091 0.044 -0.078
C -4.2230 -2.8895 -2.8393 -0.095 -0.155 -0.174
H -2.4836 -3.3810 1.8341 0.036 0.090 -0.045
H -0.9304 -2.5688 2.0607 -0.027 0.011 -0.033
H -2.4116 -1.6259 1.8165 0.132 -0.018 -0.020
H -2.5682 -2.2444 -0.4994 0.139 0.085 -0.081
H -0.8644 -1.8300 -0.2593 -0.126 0.012 -0.030
H -0.5268 -4.3189 0.2890 -0.134 0.126 -0.114
H 0.9239 -5.7715 0.0761 0.037 -0.098 -0.168
H 2.3634 -5.9009 -0.9272 -0.046 -0.027 0.145
H 1.5159 -3.3587 0.5549 0.059 -0.084 0.014
H 2.5681 -4.5616 1.2778 0.057 0.051 -0.099
H 4.3029 -4.1207 -0.3996 -0.060 0.035 -0.146
H 3.1995 -3.1078 -1.3475 0.008 -0.043 0.077
H 4.1939 -1.3716 -0.2526 0.005 -0.072 0.036
H 3.1102 -1.7987 1.0694 0.015 0.020 -0.061
H 5.7414 -3.0225 0.8152 0.082 -0.026 0.117
H 6.8983 -2.0949 3.4392 -0.136 -0.032 -0.021
H 6.4142 -0.3989 3.6455 0.017 -0.116 -0.045
H 5.2395 -1.7131 3.9130 0.042 -0.078 -0.058
H 2.8904 -4.7906 -4.3567 -0.041 0.011 0.071
H 3.3720 -4.9049 -2.6732 -0.076 0.063 -0.083
H 3.1842 -7.0728 -4.3371 -0.037 0.055 0.005
H 3.0371 -7.1727 -2.5882 0.047 -0.072 -0.152
H 0.5877 -6.8015 -4.3583 0.080 -0.037 0.000
H 0.6643 -7.3966 -2.6860 0.024 0.067 -0.022
H 0.8493 -9.3139 -3.6373 -0.048 0.007 -0.038
H 1.6793 -2.7519 -5.6479 -0.083 0.161 0.116
H -0.4237 -3.2961 -6.0263 0.000 0.117 -0.042
H 2.0850 -5.1693 -6.7467 -0.060 -0.197 -0.071
H -1.4433 -2.8246 -4.6957 -0.069 -0.056 0.153
H -3.4015 -3.7188 -4.6170 0.033 -0.043 0.103
H -2.9238 -4.5907 -3.1806 -0.014 0.045 0.036
H -3.9775 -2.6375 -1.8099 -0.030 0.020 -0.063
H -5.0861 -3.5597 -2.8207 0.091 0.038 0.047
H -4.5335 -1.9907 -3.3761 0.088 0.022 0.153
C -4.0360 1.8948 -4.3005 -0.043 -0.077 0.021
O -4.1264 3.3107 -4.1616 0.008 0.019 -0.037
C -3.2082 3.9809 -4.8680 -0.040 -0.007 0.089
O -2.3623 3.4796 -5.5609 0.045 -0.010 -0.026
O -3.3930 5.2768 -4.6584 0.015 0.031 -0.056
C -2.4759 6.1383 -5.3490 0.000 0.059 0.001
H -4.8154 1.4798 -3.6674 0.000 0.041 0.016
H -4.1932 1.5947 -5.3356 0.013 0.019 -0.012
H -3.0582 1.5398 -3.9773 -0.070 0.109 -0.042
H -2.5687 6.0063 -6.4245 0.017 -0.029 -0.003
H -1.4545 5.9323 -5.0371 0.005 -0.027 -0.018
H -2.7597 7.1472 -5.0673 -0.010 -0.006 0.007
C 3.8402 -4.2764 6.9700 -0.033 -0.053 0.001
O 4.4538 -3.7567 8.1504 0.001 -0.006 0.009
C 5.0982 -2.6036 7.9766 0.014 0.004 0.037
O 5.1900 -2.0003 6.9373 -0.007 0.008 -0.100
O 5.6194 -2.2361 9.1403 -0.005 -0.008 0.007
C 6.3476 -1.0025 9.1063 0.031 0.033 0.051
H 3.3647 -5.2038 7.2737 0.004 0.002 0.011
H 3.0965 -3.5795 6.5870 0.016 0.017 -0.013
H 4.5880 -4.4703 6.2028 0.004 0.025 -0.010
H 5.6972 -0.1842 8.8048 -0.002 -0.006 -0.027
H 7.1879 -1.0749 8.4190 -0.014 0.001 -0.023
H 6.7026 -0.8476 10.1198 -0.006 -0.012 0.004
C -4.7766 9.3782 1.0363 0.019 0.096 0.090
O -5.5525 8.8107 -0.0247 -0.008 -0.002 -0.010
C -5.0453 7.6944 -0.5395 -0.020 0.012 0.000
O -4.0256 7.1556 -0.1898 0.033 -0.015 0.008
O -5.8551 7.2711 -1.5073 -0.012 -0.006 0.000
C -5.4231 6.0657 -2.1490 -0.074 -0.047 -0.026
H -5.3089 10.2703 1.3498 -0.031 -0.009 -0.032
H -4.6964 8.6808 1.8676 0.030 -0.023 -0.016
H -3.7819 9.6436 0.6843 0.015 -0.035 0.002
H -5.3735 5.2502 -1.4294 0.038 0.003 0.005
H -4.4527 6.2025 -2.6152 0.035 -0.004 0.032
H -6.1688 5.8484 -2.9073 -0.016 0.039 0.006
C -3.0803 11.7943 6.5224 -0.044 0.049 0.018
O -2.8240 11.4066 5.1673 -0.006 -0.002 -0.006
C -1.9098 10.4482 5.0355 -0.014 0.012 -0.027
O -1.3172 9.9081 5.9319 0.019 -0.019 0.034
O -1.7631 10.1862 3.7364 -0.029 -0.003 -0.028
C -0.8038 9.1641 3.4468 0.011 -0.019 -0.081
H -3.8355 12.5715 6.4645 0.001 -0.001 -0.014
H -3.4513 10.9486 7.0977 0.024 -0.014 0.004
H -2.1752 12.1809 6.9861 0.014 -0.024 0.005
H -1.0969 8.2231 3.9080 0.011 0.007 0.032
H 0.1827 9.4539 3.8029 -0.005 -0.007 0.033
H -0.8003 9.0663 2.3656 -0.011 0.007 0.001
```
Forces are in eV/Å.

Values from the calculation:
LUMO level, eV: -3.4663
DFT total energy, a.u.: -3386.79202
M, g/mol: 983.59
Orbital gap, eV: 8.088
Charge: +1



[2]
Density functional theory data (ωB97M-V with the def2-TZVPD basis set) for 4 unconnected molecules or ions with the total composition C30H59BrNO11PS.

Geometry as XYZ:
```
104
Properties=species:S:1:pos:R:3:forces:R:3
C 1.0040 0.7187 1.6084 0.135 -0.262 0.255
O 0.4154 1.9792 2.0240 -0.446 -1.679 -0.313
C -1.0099 1.8280 2.1261 0.773 0.597 -0.683
C -1.6581 2.6892 0.9232 1.112 0.060 -0.491
Br -0.3214 4.1382 0.5556 -0.884 -0.145 -0.019
O -2.8572 3.3739 1.3055 -0.307 -1.960 -0.758
S -4.2438 2.5594 0.9462 -5.439 1.145 1.743
O -5.1009 2.6652 2.1416 2.299 -0.374 -0.739
O -5.0074 3.0849 -0.1753 2.558 -0.651 -0.029
C -3.9722 0.7116 0.7390 1.524 0.132 -0.974
C -3.8256 0.1483 2.2029 -0.889 -0.514 0.416
C -3.0380 -1.1955 2.3483 -0.019 0.169 0.002
O -3.5149 -2.2021 2.8112 0.077 0.668 -0.250
C -5.2582 0.2275 -0.0414 -1.215 0.037 1.120
C -5.6578 -1.2935 0.1185 -0.491 -0.449 -1.180
C -5.1950 -2.2245 -1.1011 -0.474 -0.819 1.737
C -3.7143 -2.7900 -0.9784 -0.868 -0.335 -1.443
C -3.0737 -2.7670 -2.4449 0.794 0.776 1.322
C -1.4954 -2.6843 -2.2637 -0.851 -0.969 -0.707
C -0.7006 -2.8859 -3.6170 0.268 0.202 0.669
C 0.7137 -3.5948 -3.3928 -0.773 0.504 0.170
C 1.5321 -3.1080 -2.1386 1.014 -0.608 -0.570
C 2.8610 -3.9936 -1.9903 -0.012 0.952 0.777
C 3.9448 -3.2846 -1.0759 -0.074 -0.261 -0.150
C 3.5284 -3.1949 0.4421 -0.094 -0.943 -0.330
N 4.1999 -2.1258 1.1917 0.881 1.732 1.916
C 4.1088 -1.9761 2.5953 1.328 2.411 0.781
C 4.8705 -0.7972 2.9991 -0.052 -0.688 -1.998
C 5.5172 -0.1843 1.7862 -3.172 -4.135 -0.261
C 5.0077 -1.0837 0.7411 1.503 2.080 0.118
C -2.7172 0.5232 -0.2158 0.162 0.403 -1.001
C -1.7963 1.8193 -0.4118 0.443 -0.966 0.469
P -2.2005 2.8434 -1.9324 -0.318 3.170 -1.240
O -2.7011 4.2092 -1.6621 0.632 -1.409 0.157
O -0.7559 3.0437 -2.7973 -1.735 -1.639 0.827
O -3.2561 2.0960 -2.9826 2.153 -0.254 0.858
H 0.4463 0.2378 0.7531 0.358 0.525 0.671
H 0.9266 0.0353 2.4961 0.497 0.281 -0.905
H 2.0633 0.8590 1.2591 -1.016 0.039 0.699
H -1.2075 0.7369 1.9812 -0.406 1.035 0.361
H -1.3271 2.2143 3.1320 -0.045 -0.304 -1.082
H -3.4078 0.8918 2.9454 -0.256 -0.704 -1.014
H -4.8733 -0.0558 2.5749 1.166 0.201 -0.335
H -1.9450 -1.2267 2.0519 -0.681 0.279 0.088
H -5.2412 0.4625 -1.1368 0.370 0.057 1.061
H -6.1171 0.8286 0.3852 0.899 -0.647 -0.443
H -5.3782 -1.7786 1.0865 -0.078 0.576 -0.759
H -6.7888 -1.3245 0.0755 1.199 0.169 0.188
H -5.8747 -3.1285 -1.0296 0.624 0.987 -0.279
H -5.4324 -1.7410 -2.0837 0.479 -0.250 0.865
H -3.1020 -2.2297 -0.2275 -0.426 -0.275 -0.822
H -3.7512 -3.8610 -0.6166 0.060 1.188 -0.272
H -3.4687 -1.8356 -2.9388 0.551 -0.856 0.216
H -3.3912 -3.6445 -3.0671 0.320 0.694 0.678
H -1.2245 -3.5404 -1.5725 -0.182 1.053 -0.525
H -1.2830 -1.6948 -1.7600 0.102 -1.123 -0.501
H -1.2846 -3.5616 -4.3095 0.474 0.904 0.680
H -0.5947 -1.8658 -4.0945 0.029 -1.168 0.254
H 0.4862 -4.6992 -3.2966 0.521 1.093 -0.196
H 1.3226 -3.3808 -4.3200 -0.472 -0.606 0.991
H 1.8295 -2.0328 -2.3109 -0.266 -0.958 0.318
H 0.9968 -3.1881 -1.1598 0.088 0.188 -1.002
H 2.6151 -4.9760 -1.4919 0.127 0.794 -0.858
H 3.3437 -4.1464 -2.9932 -0.612 -0.092 0.896
H 4.1548 -2.2696 -1.5026 -0.221 -0.865 0.430
H 4.8924 -3.8944 -1.1528 -0.856 0.803 0.146
H 3.8122 -4.1755 0.9272 -0.304 1.001 -0.428
H 2.4065 -3.1216 0.5729 1.170 0.220 -0.254
H 3.5335 -2.6369 3.2921 0.686 0.708 -1.372
H 4.9822 -0.3788 4.0273 -0.260 -0.743 -0.992
H 6.1721 0.7006 1.6616 -0.760 -0.877 0.181
H 5.2586 -0.9199 -0.3332 -0.443 -0.563 1.065
H -2.0343 -0.3240 0.0385 -0.773 0.663 0.130
H -3.1253 0.2847 -1.2433 0.487 0.106 1.150
H -0.7505 1.4205 -0.5861 -1.071 0.600 0.095
H -0.3835 2.1764 -3.0447 0.117 0.441 0.014
H -2.8506 2.1785 -3.8699 -0.458 -0.089 0.370
C 0.5005 -4.5745 5.0569 -0.106 0.056 0.030
C 1.2548 -4.6428 3.7436 0.103 -0.166 0.392
O 2.5879 -4.1620 3.9087 -0.210 -0.323 0.022
H 0.4724 -3.5483 5.4291 -0.035 -0.026 -0.088
H -0.5233 -4.9345 4.9387 0.029 -0.006 0.052
H 0.9987 -5.1779 5.8205 -0.066 -0.075 -0.061
H 0.7664 -4.0222 2.9902 0.189 0.037 -0.013
H 1.2954 -5.6710 3.3708 -0.161 0.015 -0.073
H 3.0201 -4.7180 4.5681 -0.008 0.083 -0.068
C -0.4782 7.2644 -2.7551 0.034 0.037 0.156
C -0.7709 7.0759 -4.2295 -0.051 -0.312 0.285
O -0.1355 5.8954 -4.7118 0.065 -0.056 -0.236
H 0.5986 7.3349 -2.5839 -0.035 0.082 -0.089
H -0.9557 8.1694 -2.3728 -0.001 -0.053 0.041
H -0.8385 6.4066 -2.1803 -0.138 0.077 -0.014
H -0.3925 7.9207 -4.8072 0.051 -0.164 -0.102
H -1.8484 6.9929 -4.4047 -0.028 0.181 0.043
H -0.4816 5.1512 -4.2028 0.064 0.108 0.021
C 6.3211 5.4064 1.5084 0.085 0.100 -0.010
C 6.4213 3.9555 1.0788 -0.372 0.177 0.179
O 5.9548 3.0967 2.1149 0.158 -0.085 0.009
H 6.9069 5.5785 2.4137 0.041 -0.041 -0.083
H 6.6827 6.0728 0.7225 -0.052 0.024 0.039
H 5.2860 5.6695 1.7426 0.006 0.013 -0.119
H 7.4582 3.6909 0.8668 -0.078 -0.133 0.100
H 5.8269 3.7746 0.1770 0.130 0.082 -0.117
H 5.0351 3.3272 2.2927 0.110 -0.095 -0.002
```
Forces are in eV/Å.

Values from the calculation:
LUMO level, eV: -0.3848
DFT total energy, a.u.: -5374.28445
M, g/mol: 752.74
Orbital gap, eV: 7.316